w | {
  "formula": "C2H5N2",
  "method": "ωB97M-V/def2-TZVPD",
  "lumo_ev": -7.623,
  "multiplicity": 1,
  "homo_energy_ev": -18.745,
  "orbital_gap_ev": 11.12,
  "charge": 1,
  "symbols": ["C", "C", "N", "N", "H", "H", "H", "H", "H"],
  "positions_angstrom": [[-1.0647, -0.0721, -0.5599], [-0.5567, -0.1610, 0.6884], [3.3663, 0.0539, -0.5478], [2.2829, 0.0895, -0.4115], [-0.7869, 0.6776, -1.4508], [-2.0369, -0.5410, -0.8167], [-1.1907, -0.8693, 1.4148], [-0.5296, 0.9430, 1.0295], [0.5164, -0.1205, 0.6539]]
}


x | {
  "formula": "C2H5N2",
  "method": "ωB97M-V/def2-TZVPD",
  "lumo_ev": -4.978,
  "multiplicity": 1,
  "homo_energy_ev": -16.175,
  "orbital_gap_ev": 11.20,
  "charge": 1,
  "symbols": ["C", "C", "N", "N", "H", "H", "H", "H", "H"],
  "positions_angstrom": [[-0.4792, -1.3578, -1.4646], [0.6656, 0.3275, 0.3157], [0.0837, 0.9081, 1.2482], [-1.1235, -1.4027, -2.4301], [0.9185, -0.8006, 0.4424], [0.8685, 0.7256, -0.7231], [-0.4774, 1.8188, 1.1000], [-1.2656, -1.7664, -3.4234], [-0.1676, 0.4303, 2.0725]]
}


y | {
  "formula": "C2H5N2",
  "method": "ωB97M-V/def2-TZVPD",
  "lumo_ev": [-5.954, -5.953],
  "multiplicity": 1,
  "homo_energy_ev": [-15.679, -15.679],
  "orbital_gap_ev": [9.73, 9.73],
  "charge": 1,
  "symbols": ["C", "C", "N", "N", "H", "H", "H", "H", "H"],
  "positions_angstrom": [[0.0310, -0.6530, 1.1063], [-0.1096, 0.0066, -0.7523], [-0.9813, -0.2101, 0.3842], [0.9378, -0.4964, 0.1248], [-0.0156, -1.0912, 2.0694], [-0.4814, -0.4075, -1.6423], [-0.2647, 1.9242, -0.7372], [-1.8138, 0.2649, 0.5149], [1.9014, -0.3529, 0.2358]]
}


Stability, highest: x


w | {
  "formula": "C3H2NO3",
  "method": "ωB97M-V/def2-TZVPD",
  "lumo_ev": 4.136,
  "multiplicity": 1,
  "homo_energy_ev": -4.565,
  "orbital_gap_ev": 8.70,
  "charge": -1,
  "symbols": ["C", "C", "C", "N", "O", "O", "O", "H", "H"],
  "positions_angstrom": [[-0.8122, -0.1070, -1.0134], [1.1120, 0.7999, -0.1015], [-0.2642, -1.7727, 1.5635], [0.2724, -0.2577, -0.3657], [-1.2981, 0.9663, -1.3702], [2.2931, 0.7603, 0.3064], [-0.5641, -1.0518, 2.3979], [-1.4171, -1.0806, -1.1941], [0.6784, 1.7435, -0.2228]]
}


x | {
  "formula": "C3H2NO3",
  "method": "ωB97M-V/def2-TZVPD",
  "lumo_ev": 4.049,
  "multiplicity": 1,
  "smiles": "O=C/N=C(/[O-])C=O",
  "homo_energy_ev": -4.734,
  "orbital_gap_ev": 8.78,
  "charge": -1,
  "symbols": ["C", "C", "C", "N", "O", "O", "O", "H", "H"],
  "positions_angstrom": [[-0.5834, 1.3105, -0.3152], [0.4338, -1.6530, -0.2831], [0.2776, 0.5171, 0.5937], [0.6569, -0.7384, 0.6926], [-0.3309, 1.9064, -1.3246], [-0.5392, -1.8966, -1.0811], [0.4378, 1.6073, 1.6929], [-1.6239, 1.2704, 0.2540], [1.2713, -2.3237, -0.2291]]
}


y | {
  "formula": "C3H2NO3",
  "method": "ωB97M-V/def2-TZVPD",
  "lumo_ev": 4.285,
  "multiplicity": 1,
  "smiles": "O=c1cc([O-])[nH]o1",
  "homo_energy_ev": -3.915,
  "orbital_gap_ev": 8.20,
  "charge": -1,
  "symbols": ["C", "C", "C", "N", "O", "O", "O", "H", "H"],
  "positions_angstrom": [[0.6926, -0.7680, -0.1450], [-0.0056, -0.3120, -1.2609], [0.2573, -0.0226, 0.9696], [-0.9973, 0.6374, 0.5853], [0.1474, -0.4022, -2.4905], [0.5421, 0.1047, 2.1741], [-1.0405, 0.6744, -0.8360], [1.6143, -1.4077, -0.0619], [-1.2103, 1.4961, 1.0653]]
}


Stability, highest: w


w | {
  "formula": "C4H3FO",
  "method": "ωB97M-V/def2-TZVPD",
  "lumo_ev": 0.022,
  "multiplicity": 1,
  "smiles": "O=C=CF.C#C",
  "homo_energy_ev": -9.160,
  "orbital_gap_ev": 9.18,
  "symbols": ["C", "C", "C", "C", "O", "F", "H", "H", "H"],
  "positions_angstrom": [[1.8618, -0.4376, 0.0453], [2.5101, 0.4421, -0.4223], [-2.4205, -0.5204, 0.1704], [-1.3317, 0.2221, 0.1266], [-3.4778, -1.0026, 0.3027], [-1.4569, 1.5586, 0.1128], [1.3786, -1.2665, 0.4435], [3.2778, 1.1291, -0.7966], [-0.3412, -0.1250, 0.0176]]
}


x | {
  "formula": "C4H3FO",
  "method": "ωB97M-V/def2-TZVPD",
  "lumo_ev": 0.182,
  "multiplicity": 1,
  "smiles": "C#C[C@H](F)C=O",
  "homo_energy_ev": -10.429,
  "orbital_gap_ev": 10.61,
  "symbols": ["C", "C", "C", "C", "O", "F", "H", "H", "H"],
  "positions_angstrom": [[-0.0643, 1.7841, -1.1126], [0.2327, 0.6358, -0.7819], [-0.3296, -0.5165, 1.1841], [0.3968, -0.8651, -0.0465], [-1.5211, -0.5263, 1.2912], [-0.2930, -1.7785, -0.7740], [-0.1341, 2.5982, -1.7489], [0.2805, -0.2486, 1.9285], [1.4321, -1.0829, 0.0601]]
}


y | {
  "formula": "C4H3FO",
  "method": "ωB97M-V/def2-TZVPD",
  "lumo_ev": -0.020,
  "multiplicity": 1,
  "smiles": "C#CC(=O)CF",
  "homo_energy_ev": -10.744,
  "orbital_gap_ev": 10.72,
  "symbols": ["C", "C", "C", "C", "H", "H", "H", "O", "F"],
  "positions_angstrom": [[1.3931, 0.0566, 0.0368], [-0.0022, 0.7672, -0.1278], [-1.1967, -0.1820, -0.0539], [-2.2629, -0.7172, -0.0182], [1.9406, 0.5523, -0.6801], [1.7182, 0.3786, 1.0753], [-2.9807, -1.5390, -0.0270], [-0.0589, 1.9735, -0.0797], [1.4495, -1.2899, -0.1254]]
}


Stability, highest: y


w | {
  "formula": "CH3NOP2S",
  "method": "ωB97M-V/def2-TZVPD",
  "lumo_ev": [-1.382, -2.183],
  "multiplicity": 1,
  "homo_energy_ev": [-8.815, -7.927],
  "orbital_gap_ev": [7.43, 5.74],
  "symbols": ["C", "N", "O", "P", "P", "S", "H", "H", "H"],
  "positions_angstrom": [[-0.4726, -0.5518, 0.8090], [-1.6510, -0.3303, 0.2768], [1.5818, -0.6504, -1.2664], [1.1741, -0.9488, 0.1154], [-0.2852, 1.5879, -1.6101], [-1.8551, 0.3277, -1.2559], [-0.5192, -0.8900, 1.7881], [1.9481, -0.3766, 1.2650], [0.0791, 1.8323, -0.1219]]
}


x | {
  "formula": "CH3NOP2S",
  "method": "ωB97M-V/def2-TZVPD",
  "lumo_ev": [-1.821, -1.389],
  "multiplicity": 1,
  "homo_energy_ev": [-7.722, -8.178],
  "orbital_gap_ev": [5.90, 6.79],
  "symbols": ["C", "N", "O", "P", "P", "S", "H", "H", "H"],
  "positions_angstrom": [[0.2888, 0.0411, 1.1353], [0.9288, 0.3580, 0.0675], [-1.7329, 0.9410, -0.1881], [-1.4194, 0.4662, 1.1767], [1.1226, -0.4890, -2.5935], [0.2440, 0.9069, -1.3731], [0.8568, -0.3346, 1.9274], [-2.0713, -0.8186, 1.4426], [1.7825, -1.0709, -1.5948]]
}


Stability, highest: w


w | {
  "formula": "C40H66Ge2N4O5PS4SiTi",
  "method": "ωB97M-V/def2-TZVPD",
  "lumo_ev": [2.027, 2.013],
  "multiplicity": 3,
  "homo_energy_ev": [-1.354, -4.424],
  "orbital_gap_ev": [3.38, 6.44],
  "charge": -1,
  "symbols": ["Ti", "C", "C", "Ge", "C", "C", "C", "C", "Ge", "C", "C", "C", "C", "C", "C", "C", "C", "C", "C", "H", "H", "H", "H", "H", "H", "H", "H", "H", "H", "H", "H", "H", "H", "H", "H", "H", "H", "H", "H", "H", "H", "H", "H", "H", "H", "S", "S", "S", "S", "C", "N", "C", "N", "C", "N", "C", "P", "C", "C", "H", "H", "H", "H", "H", "H", "H", "H", "H", "H", "H", "H", "H", "O", "C", "O", "C", "C", "C", "C", "O", "C", "O", "C", "C", "H", "H", "H", "H", "H", "C", "Si", "C", "C", "C", "H", "H", "H", "H", "H", "H", "H", "H", "H", "H", "H", "O", "C", "C", "C", "C", "C", "C", "N", "H", "H", "H", "H", "H", "H", "H", "H", "H", "H", "H"],
  "positions_angstrom": [[-0.0601, 0.9110, -1.8194], [-0.6401, -2.9023, -4.2015], [-0.8720, -1.7768, -3.1859], [-0.6789, -2.5214, -1.3640], [-2.0635, -3.9481, -1.2987], [-1.5288, -5.3772, -1.2508], [1.0798, -3.3380, -1.3652], [2.1952, -2.7411, -1.8119], [2.2589, -0.6892, -1.9056], [3.0574, -0.1215, -3.6518], [4.4319, -0.5375, -4.1708], [3.3910, -0.2582, -0.2862], [4.8954, -0.4795, -0.1275], [3.3760, -3.6056, -2.1088], [4.6611, -3.0741, -2.1764], [5.7729, -3.8619, -2.4404], [5.6256, -5.2197, -2.6728], [4.3485, -5.7672, -2.6555], [3.2460, -4.9733, -2.3873], [-0.6871, -2.5128, -5.2205], [-1.4025, -3.6819, -4.1166], [0.3384, -3.3686, -4.0688], [-1.8445, -1.3253, -3.3671], [-0.1134, -1.0114, -3.3878], [-2.7015, -3.8172, -2.1772], [-2.7040, -3.7539, -0.4356], [-0.9013, -5.5957, -2.1185], [-2.3347, -6.1159, -1.2331], [-0.9103, -5.5484, -0.3652], [1.1138, -4.4069, -1.1442], [3.0096, 0.9682, -3.5920], [2.2983, -0.3843, -4.3954], [5.2337, -0.2753, -3.4749], [4.6512, -0.0268, -5.1137], [4.4987, -1.6098, -4.3597], [2.8717, -0.7706, 0.5287], [3.2042, 0.8058, -0.1418], [5.1611, -1.5321, -0.0385], [5.2608, 0.0145, 0.7816], [5.4620, -0.0589, -0.9626], [4.7925, -2.0164, -2.0304], [6.7537, -3.4023, -2.4754], [6.4866, -5.8403, -2.8882], [4.2069, -6.8202, -2.8689], [2.2639, -5.4275, -2.4246], [-0.1804, 1.6169, -4.1039], [-0.0134, 3.6500, -3.7375], [1.9469, 3.8024, -3.1557], [1.9922, 2.5783, -1.4845], [-2.1897, 6.1120, -0.3947], [-3.1495, 4.9714, -0.2979], [-3.3862, 4.6567, 1.1424], [-2.1661, 4.3945, 1.8542], [-1.2650, 5.5357, 1.7021], [-0.9648, 5.8536, 0.3109], [-0.1795, 4.7865, -0.3323], [-1.0687, 3.1661, -0.4053], [-2.6810, 3.7888, -1.0528], [-1.5281, 3.1489, 1.3985], [-2.7078, 6.9740, 0.0337], [-2.0018, 6.2968, -1.4525], [-4.1560, 5.3450, -0.7071], [-4.0638, 3.8024, 1.1855], [-3.8953, 5.5301, 1.5586], [-0.3323, 5.3193, 2.2249], [-1.7384, 6.4065, 2.1603], [0.7542, 4.6311, 0.2091], [0.0932, 5.0858, -1.3447], [-3.4570, 3.0209, -0.9911], [-2.5782, 4.0705, -2.1042], [-0.6081, 2.9889, 1.9600], [-2.1889, 2.3143, 1.6341], [-3.5021, 0.2443, -3.2781], [-3.2060, 0.3346, -2.1020], [-2.0213, 0.6173, -1.6369], [-4.2572, 0.1079, -1.0474], [-5.4580, -0.4864, -1.4074], [-6.4589, -0.7427, -0.4682], [-6.2019, -0.3687, 0.8264], [-7.0152, -0.4785, 1.9273], [-6.2013, -0.1117, 3.0363], [-5.0349, 0.5293, 2.5339], [-5.0119, 0.2331, 1.1902], [-4.0199, 0.4821, 0.2823], [-5.6022, -0.7475, -2.4466], [-7.3943, -1.2087, -0.7453], [-5.9109, -1.0137, 3.5880], [-6.7494, 0.5824, 3.6721], [-3.0759, 0.9224, 0.5619], [-1.2235, -0.9379, 3.2141], [-0.8101, -2.2447, 1.9066], [-2.0126, -3.6657, 2.1926], [0.9497, -2.8931, 2.1377], [-1.0151, -1.4325, 0.2361], [-0.7317, -1.1293, 4.1726], [-2.3021, -0.9351, 3.3956], [-0.9449, 0.0656, 2.8826], [-1.9675, -3.9768, 3.2406], [-1.8003, -4.5389, 1.5743], [-3.0370, -3.3438, 1.9854], [1.2392, -2.9282, 3.1929], [1.6848, -2.3048, 1.5827], [1.0299, -3.9100, 1.7450], [-0.4112, -0.5203, 0.3297], [-2.0568, -1.1159, 0.1748], [0.9360, 1.3613, 1.1913], [1.8398, 1.4080, 2.0199], [2.6998, 2.6424, 2.1874], [2.4371, 3.3917, 3.5145], [1.7944, 2.5504, 4.6185], [2.6204, 1.3502, 5.0801], [3.0911, 0.4586, 3.9211], [2.1252, 0.3781, 2.8439], [2.4939, 3.2708, 1.3222], [3.7468, 2.3417, 2.1127], [1.7795, 4.2403, 3.3130], [3.3754, 3.8191, 3.8780], [0.8184, 2.1955, 4.2725], [1.5879, 3.1899, 5.4798], [2.0186, 0.7598, 5.7760], [3.5000, 1.6890, 5.6356], [3.2786, -0.5564, 4.2709], [4.0409, 0.8213, 3.5246], [1.5557, -0.4473, 2.7485]]
}


x | {
  "formula": "C40H66Ge2N4O5PS4SiTi",
  "method": "ωB97M-V/def2-TZVPD",
  "lumo_ev": [1.054, 1.054],
  "multiplicity": 3,
  "homo_energy_ev": [-3.293, -3.594],
  "orbital_gap_ev": [4.35, 4.65],
  "charge": -1,
  "symbols": ["Ti", "C", "C", "Ge", "C", "C", "C", "C", "Ge", "C", "C", "C", "C", "C", "C", "C", "C", "C", "C", "H", "H", "H", "H", "H", "H", "H", "H", "H", "H", "H", "H", "H", "H", "H", "H", "H", "H", "H", "H", "H", "H", "H", "H", "H", "H", "S", "S", "S", "S", "C", "N", "C", "N", "C", "N", "C", "P", "C", "C", "H", "H", "H", "H", "H", "H", "H", "H", "H", "H", "H", "H", "H", "O", "C", "O", "C", "C", "C", "C", "O", "C", "O", "C", "C", "H", "H", "H", "H", "H", "C", "Si", "C", "C", "C", "H", "H", "H", "H", "H", "H", "H", "H", "H", "H", "H", "O", "C", "C", "C", "C", "C", "C", "N", "H", "H", "H", "H", "H", "H", "H", "H", "H", "H", "H"],
  "positions_angstrom": [[-0.1089, 0.2119, -0.0872], [-1.6644, 5.0684, 1.6322], [-2.0352, 4.0391, 0.5546], [-1.7106, 2.1076, 0.9857], [-3.2899, 1.4286, 1.9758], [-4.4159, 2.4501, 2.1481], [-0.5145, 2.4499, 2.5785], [0.8152, 2.4221, 2.7253], [1.7879, 1.5988, 1.1595], [3.3032, 0.4186, 1.8693], [4.7228, 0.9325, 1.5980], [2.7744, 3.2383, 0.5114], [3.0953, 4.3343, 1.5337], [1.4267, 3.0616, 3.9373], [2.6831, 2.7032, 4.4317], [3.2441, 3.3257, 5.5398], [2.5643, 4.3432, 6.1954], [1.3206, 4.7360, 5.7094], [0.7718, 4.1139, 4.5968], [-1.8984, 6.0901, 1.3077], [-0.5972, 5.0327, 1.8683], [-2.2096, 4.8923, 2.5667], [-1.4807, 4.2553, -0.3603], [-3.0949, 4.1285, 0.2975], [-2.9301, 1.0938, 2.9562], [-3.6601, 0.5418, 1.4566], [-4.0904, 3.3143, 2.7373], [-5.2852, 2.0151, 2.6538], [-4.7521, 2.8220, 1.1768], [-1.1224, 2.8470, 3.4075], [3.1588, -0.5471, 1.3719], [3.1886, 0.2113, 2.9381], [4.9104, 1.0323, 0.5215], [5.4957, 0.2668, 2.0030], [4.8827, 1.9250, 2.0311], [2.1504, 3.6612, -0.2811], [3.7034, 2.9188, 0.0251], [2.1855, 4.7274, 1.9932], [3.6185, 5.1777, 1.0630], [3.7277, 3.9698, 2.3488], [3.2407, 1.9220, 3.9363], [4.2213, 3.0113, 5.8914], [3.0014, 4.8362, 7.0553], [0.7804, 5.5443, 6.1901], [-0.1775, 4.4650, 4.2106], [-3.2432, 1.9004, -1.3173], [-4.0087, 0.0477, -1.5388], [-2.6396, -1.0712, -2.6084], [-1.3154, -1.7323, -1.1758], [2.9911, -2.5120, -4.3328], [3.8101, -1.3106, -3.8580], [5.0126, -1.8144, -3.0626], [4.6005, -2.6497, -1.9911], [3.8219, -3.7721, -2.5126], [2.6370, -3.3414, -3.2406], [1.6369, -2.7105, -2.3506], [2.2318, -1.1734, -1.4699], [2.9703, -0.4015, -2.9989], [3.8725, -1.9087, -0.9348], [3.6117, -3.0469, -5.0524], [2.1043, -2.1091, -4.8182], [4.1373, -0.7937, -4.6721], [5.5358, -0.9335, -2.6965], [5.6444, -2.3640, -3.7607], [3.5135, -4.4033, -1.6806], [4.4588, -4.3555, -3.1822], [1.3446, -3.4394, -1.5931], [0.7308, -2.4654, -2.9019], [3.6044, 0.4231, -2.6877], [2.1707, 0.0070, -3.6143], [3.6997, -2.5863, -0.0968], [4.5103, -1.1015, -0.5671], [-2.1447, -2.0366, 2.1142], [-1.3559, -1.1756, 2.4394], [-0.7110, -0.3944, 1.6115], [-1.1034, -0.9701, 3.9194], [-2.1012, -1.3714, 4.7938], [-1.9606, -1.2461, 6.1826], [-0.7691, -0.7451, 6.6328], [-0.3696, -0.5502, 7.9271], [0.9167, 0.0821, 7.8456], [1.3408, 0.0116, 6.4884], [0.2403, -0.3766, 5.7675], [0.0972, -0.4374, 4.4062], [-3.0082, -1.7811, 4.3681], [-2.7478, -1.5348, 6.8682], [1.6225, -0.4561, 8.4756], [0.8378, 1.1259, 8.1544], [0.8622, -0.0854, 3.7272], [-0.0864, 4.1435, -2.5431], [0.7490, 2.5362, -2.9984], [0.5406, 2.3324, -4.8712], [2.6165, 2.9279, -2.8607], [0.0522, 1.0935, -2.1193], [0.1789, 4.9315, -3.2560], [0.2358, 4.4652, -1.5471], [-1.1760, 4.0380, -2.5235], [0.9279, 3.2014, -5.4188], [-0.5136, 2.1948, -5.1385], [1.0804, 1.4444, -5.2333], [2.7493, 4.0109, -2.7593], [3.1665, 2.6176, -3.7599], [3.0784, 2.4740, -1.9815], [0.1879, 0.2177, -2.7742], [-1.0212, 1.2921, -2.2252], [1.2027, -2.1426, 0.7148], [0.9759, -3.0899, 1.4554], [0.0743, -4.2249, 1.0511], [0.7868, -5.5863, 1.0149], [0.8732, -6.2713, 2.3799], [1.7047, -5.5158, 3.4150], [1.2000, -4.1053, 3.7083], [1.5674, -3.1516, 2.6600], [-0.3488, -3.9534, 0.0866], [-0.7680, -4.2633, 1.7454], [1.7956, -5.4730, 0.5974], [0.2351, -6.2345, 0.3326], [1.2925, -7.2724, 2.2535], [-0.1441, -6.4008, 2.7672], [2.7404, -5.4396, 3.0686], [1.7169, -6.0821, 4.3497], [1.6423, -3.7421, 4.6333], [0.1161, -4.1043, 3.8527], [1.9893, -2.2788, 2.9433]]
}


Stability, highest: w


w | {
  "formula": "CH3ClO3S",
  "method": "ωB97M-V/def2-TZVPD",
  "lumo_ev": 0.135,
  "multiplicity": 1,
  "homo_energy_ev": -9.718,
  "orbital_gap_ev": 9.85,
  "symbols": ["C", "O", "O", "O", "S", "Cl", "H", "H", "H"],
  "positions_angstrom": [[-0.7920, -1.2701, -1.0513], [-0.4943, 0.9713, 0.9392], [0.9839, 0.7760, -0.8453], [-0.4199, -1.3456, 0.0689], [0.9097, 0.3686, 0.4549], [2.0523, 1.7492, 1.6865], [-0.2773, -0.4936, -1.5482], [-1.4594, -1.9637, -1.5280], [-0.5030, 1.2079, 1.8233]]
}


x | {
  "formula": "CH3ClO3S",
  "method": "ωB97M-V/def2-TZVPD",
  "lumo_ev": -0.514,
  "multiplicity": 1,
  "homo_energy_ev": -11.113,
  "orbital_gap_ev": 10.60,
  "symbols": ["C", "O", "O", "O", "S", "Cl", "H", "H", "H"],
  "positions_angstrom": [[0.7970, 1.4377, 0.4518], [-1.9643, 1.9205, 1.5641], [-1.9542, 0.4924, -0.4380], [0.4009, 2.0885, -0.4842], [-1.9277, 1.8085, 0.1378], [-1.7030, -2.5413, -1.4437], [-2.2411, -1.4992, -1.3328], [1.8851, 1.0694, 0.4977], [0.1054, 1.0552, 1.3227]]
}


Stability, highest: x